Entry 1:
120
Properties=species:S:1:pos:R:3:mulliken_charge:R:1 method="wB97M-V/def2-TZVPD" gap_ha=0.3956 total_energy_ev=-57510.67485 spin_multiplicity=1 e_lumo_ev=-0.20 de_lowest_kj_mol=479.0
N 3.656 2.312 -0.850 -0.4984
N 2.599 -8.292 -1.408 -0.5526
N 0.844 -3.138 -3.475 -0.1649
N -0.771 3.154 0.531 -0.4676
N 0.669 8.583 4.767 -0.5094
N -2.360 -1.383 -5.205 -0.5278
N -5.470 4.780 -1.473 -0.5081
N -6.669 -1.220 2.495 -0.4253
N 1.773 -3.529 1.682 -0.4819
N -1.483 4.869 6.302 -0.4777
C -0.126 7.909 4.190 0.2608
C -0.051 1.914 4.538 0.3080
C 1.803 -3.097 -5.874 -0.4663
C -3.776 -3.693 2.924 -1.3322
C -1.188 3.731 6.112 0.3050
C -3.341 -2.200 3.082 -0.1199
C 2.263 -2.818 2.447 0.3593
C 0.067 -5.715 -1.195 0.5153
C -0.477 -1.527 -0.744 -0.5940
C 0.208 6.366 1.419 -0.5589
C -1.868 5.930 -3.050 -0.7640
C -2.240 4.460 -3.245 -0.7431
C -0.873 2.302 5.853 -0.6500
C -2.382 -2.410 -4.717 0.0705
C -1.099 7.069 3.443 -0.1022
C 2.946 4.469 0.425 0.6822
C -3.034 3.766 -2.132 0.4281
C -2.432 -3.700 -3.907 0.0766
C -0.274 0.631 0.571 0.8263
C 1.407 -5.971 -1.905 -0.0415
C 1.239 -3.104 -4.532 -0.0231
C 2.458 -4.386 -6.102 -0.4713
C -0.562 2.012 0.530 -0.0557
C 3.809 -4.692 -5.253 -1.1445
C -1.853 -5.127 -6.071 -1.4369
C -1.691 -4.998 -4.521 0.6680
C -4.366 -1.242 3.783 -0.2134
C 1.475 2.070 4.829 -1.2779
C 4.020 4.898 1.414 -0.8250
C -1.000 -6.786 -1.316 -1.3822
C 2.771 -1.946 3.442 -0.2447
C 2.057 -7.232 -1.581 -0.0374
C 3.583 -0.214 1.653 -0.8127
C -0.943 -0.071 -0.579 -0.7501
C -4.378 4.353 -1.759 0.1188
C 3.338 3.225 -0.307 -0.0296
C 3.952 4.019 2.701 -0.6556
C -1.004 7.056 1.889 -0.6083
C 3.903 -1.013 2.929 -0.7400
C -5.662 -1.251 3.089 0.1209
H -4.654 -1.487 4.805 0.2996
H -2.109 -3.336 -2.932 -0.1860
H -1.396 3.791 -3.418 0.3849
H 2.678 -4.332 -7.169 0.3560
H 4.851 -1.527 2.766 0.4402
H 1.058 7.048 1.466 0.4314
H 2.181 -5.204 -1.849 0.4475
H 1.701 -5.162 -5.986 0.2591
H -0.263 -4.783 -1.652 -0.3475
H -2.032 -6.436 -1.345 0.3590
H -1.183 6.114 -3.878 0.3354
H 1.685 1.866 5.879 0.4171
H -2.905 -4.316 2.725 0.3821
H -0.544 1.790 6.757 0.4256
H 1.027 -2.821 -6.589 0.3199
H 1.297 -6.163 -2.972 -0.0491
H -0.006 0.850 4.303 -0.1099
H -1.332 6.025 -2.105 -0.0111
H 4.175 2.993 2.410 0.1376
H 2.242 1.498 4.308 0.1619
H 4.100 -5.725 -5.446 0.3571
H -2.712 4.378 -4.224 0.3979
H -2.363 -2.124 3.556 0.3430
H -3.177 2.773 -2.560 0.2766
H -0.808 -1.973 -1.682 -0.1183
H -0.627 -4.960 -4.287 -0.5788
H -2.787 -5.601 -6.371 0.3609
H -1.055 -2.137 -0.049 0.1996
H 4.169 -0.450 3.825 0.3119
H -0.403 2.425 3.641 0.2642
H 3.739 -4.607 -4.168 0.2737
H -1.997 0.047 -0.330 0.3695
H -0.794 0.419 -1.541 0.3756
H 2.993 4.200 3.187 0.0954
H -3.104 -1.898 2.062 0.0452
H 4.795 4.403 3.275 0.3977
H -3.451 -3.993 -3.654 0.5023
H -2.102 7.417 3.693 0.3566
H 2.620 5.211 -0.303 0.4854
H 3.222 -2.436 4.305 0.3613
H -2.516 3.674 -1.178 -0.2730
H 2.750 0.477 1.776 -0.0907
H -4.158 -4.096 3.861 0.3363
H 3.931 5.958 1.649 0.3960
H 2.020 4.145 0.902 -0.5634
H 3.240 -0.794 0.796 0.4505
H -0.974 6.045 3.793 -0.0894
H 4.631 -4.134 -5.701 0.3778
H -0.897 -7.254 -2.296 0.3311
H -1.153 8.057 1.483 0.3959
H -4.516 -3.897 2.149 0.3562
H 4.387 0.376 1.212 0.4314
H -0.947 -7.570 -0.561 0.3960
H 5.015 4.824 0.976 0.4116
H 0.813 0.582 0.510 -0.3339
H -2.094 -5.901 -4.062 0.3520
H 0.447 -5.510 -0.194 0.4309
H -4.026 -0.208 3.712 0.1951
H 2.619 -2.374 -5.887 0.3401
H -1.836 1.794 5.811 0.2743
H 1.977 -1.374 3.923 0.0378
H -1.693 -4.204 -6.629 0.3101
H -1.864 6.550 1.452 0.3455
H 0.438 5.344 1.718 -0.0630
H -0.491 0.215 1.555 0.2385
H 0.113 6.233 0.341 0.0718
H -1.063 -5.809 -6.386 0.3962
H 0.598 -1.692 -0.675 0.2888
H 1.818 3.103 4.777 0.3355
H -2.769 6.540 -3.120 0.3377

Entry 2:
121
Properties=species:S:1:pos:R:3:mulliken_charge:R:1 method="wB97M-V/def2-TZVPD" gap_ha=0.1194 total_energy_ev=-150785.50833 charge=-2 spin_multiplicity=1 e_lumo_ev=3.43 de_lowest_kj_mol=0.0
Cs 2.057 1.690 -0.479 0.6282
Se 2.359 4.551 -2.324 -1.2088
P 0.793 -2.981 -1.377 0.6523
P -2.642 1.168 -1.661 0.1514
P 0.545 0.409 3.145 1.1691
Si -1.545 -0.946 0.560 -0.1397
O -0.109 6.742 -1.261 -0.5974
N 4.438 -0.482 0.263 -0.4645
N 3.761 4.340 0.658 -0.1036
N 4.409 1.659 -2.620 -0.2214
C -1.815 -3.000 2.664 0.1057
C -4.992 1.427 0.007 0.3183
C -3.280 -2.880 -0.499 -0.5181
C 2.226 -0.035 3.839 0.4986
C -4.015 -0.371 1.877 -0.1517
C -3.742 0.832 -0.235 -0.2234
C -0.051 1.606 4.498 0.6366
C 5.942 2.886 -1.101 0.0542
C -1.865 -3.393 3.997 -0.7564
C -0.963 -3.349 -1.114 0.0731
C -4.132 3.554 -2.536 -1.7938
C 1.032 -3.226 -3.322 0.7943
C -5.342 0.013 1.927 -0.8689
C -0.431 -1.105 3.319 -1.0177
C -0.475 2.931 3.803 -1.5633
C 1.043 -1.827 -3.996 -1.4786
C -2.527 -5.141 -0.936 -1.1102
C 1.826 -4.367 -0.646 0.5119
C 5.488 4.352 -1.090 0.1111
C 0.043 -4.149 -4.098 -1.4586
C -1.214 -2.679 4.954 -1.0262
C -3.713 0.994 -4.399 -1.8397
C -1.195 -1.801 2.286 0.5656
C 5.779 2.159 -2.441 -0.9123
C -1.959 -2.418 -0.593 1.0216
C -2.325 3.804 -0.821 -1.4459
C -2.777 3.014 -2.061 0.7956
C 3.277 1.065 3.469 -1.3772
C 2.672 -1.420 3.403 -0.9411
C -1.178 1.177 5.417 -1.3169
C 5.088 4.815 0.292 -0.8604
C -3.219 -0.040 0.768 0.0179
C -5.841 0.898 0.970 -0.7946
C -5.037 -0.198 -2.585 -1.1540
C 1.419 -4.946 0.727 -1.1575
C -3.529 -4.252 -0.601 -1.3398
C -3.634 0.287 -3.055 0.7264
C 2.308 -5.434 -1.675 -1.5235
C -0.411 -1.574 4.611 -0.4368
C -1.259 -4.702 -1.246 -0.4994
H 6.076 2.852 -3.251 0.3444
H 0.796 1.879 5.162 0.2104
H 2.334 -5.081 1.363 0.4276
H 1.498 -5.853 -2.194 0.2621
H 4.180 -0.065 -0.652 -0.0185
H -2.754 -6.179 -1.027 0.4152
H -1.682 2.046 5.834 0.5108
H 5.463 -0.325 0.340 0.2123
H -2.204 4.841 -1.130 0.4314
H 7.027 2.949 -0.895 0.2506
H 5.190 5.908 0.447 0.3189
H -5.964 -0.433 2.707 0.3236
H -2.929 -0.573 -3.209 0.1291
H -2.974 1.784 -4.580 0.3481
H -0.478 -5.404 -1.548 0.2872
H -3.673 0.285 -5.219 0.4419
H 6.347 4.969 -1.421 0.3720
H 0.319 6.128 -1.904 0.1936
H 2.043 -3.593 -3.467 0.1285
H -0.613 3.727 4.543 0.4308
H 0.785 -4.205 1.249 0.0469
H 2.821 -2.088 4.308 0.1556
H 4.562 4.561 -1.744 -0.2715
H -1.428 2.789 3.296 0.3153
H 3.655 -1.359 2.869 0.4268
H 4.220 -1.509 0.083 0.1564
H 0.186 -3.908 -5.167 0.5303
H -4.810 2.765 -2.842 0.4920
H -3.093 3.725 -0.060 0.3051
H -2.294 -3.601 1.888 0.2062
H -5.637 0.606 -2.131 0.2006
H 3.354 5.042 1.292 0.1660
H -4.631 1.511 -4.542 0.4631
H -1.959 0.604 4.900 0.1555
H 0.799 -5.866 0.694 0.2876
H -4.097 -2.210 -0.355 0.4329
H -4.547 -4.562 -0.407 0.3295
H -1.346 3.522 -0.375 0.2404
H 1.034 -1.995 -5.064 0.5090
H 2.733 -3.845 -0.401 0.2816
H 2.774 -6.291 -1.136 0.4319
H 2.864 2.038 3.392 0.3394
H 1.929 -1.203 -3.719 0.2886
H -1.311 -2.940 6.007 0.3311
H 3.219 4.347 -0.251 -0.2271
H -3.644 -0.988 2.702 0.1731
H 3.824 0.836 2.531 0.2086
H 0.258 -1.102 5.320 0.4296
H 3.803 2.478 -2.730 0.0549
H 0.147 3.327 2.996 0.3196
H -0.820 0.579 6.299 0.2882
H 2.146 0.016 4.935 0.5090
H -4.008 4.240 -3.385 0.2569
H 4.335 1.154 -3.523 0.1343
H 5.417 2.290 -0.342 -0.1237
H -6.810 1.365 1.021 0.3726
H -4.578 4.083 -1.679 0.4403
H -5.602 -0.551 -3.459 0.5032
H -5.309 2.273 -0.661 0.0549
H -1.000 -3.971 -3.836 0.1783
H 3.052 -5.071 -2.377 0.3587
H 0.541 7.473 -1.299 0.2668
H 0.164 -1.209 -3.787 0.1931
H 5.807 4.316 0.966 0.2871
H -2.472 -4.283 4.230 0.2929
H -5.046 -1.083 -1.917 0.1518
H 4.048 1.090 4.233 0.4028
H 0.287 -5.188 -4.006 0.2712
H 6.454 1.272 -2.439 0.3858
H -2.063 3.145 -2.880 0.5709
H 1.997 -1.942 2.721 -0.1246

Entry 3:
167
Properties=species:S:1:pos:R:3:mulliken_charge:R:1 method="wB97M-V/def2-TZVPD" gap_ha=0.3436 total_energy_ev=-252503.41977 charge=-1 spin_multiplicity=1 e_lumo_ev=1.46
Rb 1.853 1.820 -0.042 0.5640
S -3.127 -1.846 2.047 0.9330
S -0.463 -1.449 1.233 0.8349
S 3.417 3.072 3.296 1.1168
S 2.206 4.040 -3.108 1.1418
S 4.154 -1.572 -3.777 0.7218
S 0.184 3.695 -5.101 1.1905
S 5.866 -1.941 -5.995 0.9565
S 0.621 3.321 3.896 1.1264
P -1.405 -0.404 6.540 -0.3076
P 0.410 -1.347 -5.829 0.9358
F 5.133 0.231 -7.533 -0.2023
F 1.623 -2.967 0.679 -0.1934
F 3.336 0.880 -4.403 -0.1174
F -3.661 0.602 1.861 -0.1671
F -0.807 5.602 -3.663 -0.1866
F -0.270 -4.009 0.968 -0.2624
F 3.956 5.979 -3.659 -0.1890
F 3.235 2.017 5.703 -0.1997
F -0.407 6.384 -5.718 -0.2136
F 0.181 -2.992 -0.932 -0.1953
F 2.012 6.710 -3.030 -0.2038
F -0.889 5.546 4.236 -0.2196
F 7.207 -0.307 -7.576 -0.2572
F -4.680 -0.698 0.371 -0.2220
F -2.120 5.159 -5.320 -0.2013
F 3.349 5.874 -1.594 -0.2037
F 0.489 5.598 2.517 -0.1960
F 3.286 0.513 -2.285 0.0885
F 6.317 0.660 -5.882 -0.2232
F -5.306 -0.678 2.456 -0.2383
F 2.475 0.718 4.130 -0.1484
F 5.197 0.884 -3.262 -0.2069
F 1.295 5.759 4.529 -0.1648
F 4.612 0.995 4.397 -0.2283
O -0.659 2.832 3.359 -0.6619
O 4.057 2.489 2.096 -0.7347
O 0.018 -1.545 2.589 -0.3829
O 0.903 3.070 5.300 -0.6645
O -3.788 -3.058 1.703 -0.7415
O -2.837 -1.620 3.442 -0.5737
O 7.033 -2.209 -5.201 -0.6252
O 2.811 -1.982 -3.532 -0.6559
O 3.405 3.194 -2.926 -0.6889
O 3.960 4.187 3.897 -0.6610
O 0.007 -0.313 0.489 -0.2313
O 0.159 3.377 -6.477 -0.7033
O 1.147 3.970 -2.139 -0.5591
O 5.558 -2.860 -7.074 -0.6890
O 5.160 -2.045 -2.913 -0.6201
O -0.527 2.791 -4.228 -0.6536
N 1.706 3.971 -4.630 -0.4904
N -1.970 -1.638 0.985 -0.5265
N 1.844 3.078 2.980 -0.2842
N 4.466 -1.672 -5.323 -0.2725
C -4.903 3.075 6.734 -1.4725
C 0.291 -2.889 0.393 0.3079
C 0.374 5.172 3.805 0.3245
C 2.653 -0.320 8.515 -0.5729
C -0.718 0.102 8.172 -0.8614
C 2.961 5.783 -2.866 0.3364
C 0.497 1.073 8.069 0.4998
C -3.129 1.515 -8.648 -1.1579
C 6.114 -0.239 -6.818 0.6650
C 1.668 -0.583 -6.964 -0.4448
C -0.065 -1.287 5.710 1.1980
C -2.272 1.092 -1.877 -1.6917
C 1.646 0.724 9.089 -0.9886
C -0.135 -3.659 -4.411 0.5456
C -2.811 0.067 -8.270 -0.5662
C -0.114 -5.137 -4.528 -0.7265
C 0.385 -2.540 6.497 -0.7680
C -1.825 1.042 5.644 1.3340
C 2.937 0.770 -9.332 -1.0701
C -1.044 -5.926 -3.597 -1.1993
C -1.010 0.404 -2.234 1.4606
C -1.115 -1.301 -6.791 -1.2085
C 1.831 -2.928 6.190 -0.7099
C 0.839 -3.069 -5.430 -1.1839
C -4.137 2.207 5.773 -0.0289
C -3.673 -1.919 7.877 -0.5001
C 4.003 0.317 -3.401 0.3692
C 0.150 -0.422 -4.259 -0.1577
C 2.782 -0.714 -9.289 -0.6359
C 1.599 -1.144 -8.402 -0.9026
C 3.445 1.604 4.454 0.5004
C -1.674 0.030 -7.274 0.0251
C -6.304 -1.555 7.903 -1.1893
C -4.246 -0.566 1.620 0.6565
C -1.256 -0.382 -3.572 -0.3918
C 2.235 -3.649 4.894 -1.6649
C -0.817 5.311 -5.003 0.4483
C -5.135 -2.496 7.607 -0.4909
C -2.989 -1.381 6.566 -0.7546
C -2.882 1.839 6.514 -1.3706
H -5.914 3.321 6.372 0.3666
H -1.498 0.468 8.820 0.6193
H -2.984 -2.137 5.726 0.8049
H 0.967 1.087 7.054 -0.5710
H 0.887 -5.592 -4.535 0.4484
H 1.492 -4.415 4.609 0.3203
H 0.613 -3.594 -6.409 0.8021
H 3.656 -1.263 -8.992 0.2514
H 1.438 -2.195 -8.340 0.5435
H 2.180 -1.264 8.115 -0.0785
H -5.182 -2.695 6.521 0.2417
H -3.712 -0.445 -7.929 0.3723
H 2.637 -1.036 -10.293 0.5289
H -1.921 0.543 -6.328 -0.1614
H -1.647 -1.386 -3.325 0.4539
H -2.580 1.937 -2.584 0.1946
H -2.287 0.666 4.736 0.5466
H -4.328 4.002 6.956 0.3655
H 3.371 -0.587 9.280 0.5149
H -7.232 -2.127 7.832 0.4001
H -3.042 -2.695 8.238 0.4718
H 0.149 -2.470 7.555 0.6796
H 1.264 0.273 10.005 0.3454
H -4.619 1.278 5.408 0.2098
H -4.140 1.567 -9.131 0.3805
H -2.494 -0.429 -9.180 0.3289
H -3.195 2.081 -7.694 0.2667
H 1.432 0.397 -6.888 1.0383
H 3.205 0.142 7.687 0.0552
H -2.181 1.657 -0.920 0.3588
H -0.520 -5.400 -5.544 0.3102
H 0.672 -0.753 -8.905 0.1273
H -0.911 1.622 5.447 -1.3309
H -4.923 2.622 7.711 0.3594
H 2.585 -0.740 -6.415 -0.0851
H -3.164 0.448 -1.736 0.3191
H -0.943 -5.533 -2.544 0.1553
H 2.058 -3.657 6.949 0.4550
H 3.810 1.026 -9.984 0.3626
H -3.846 -1.085 8.627 0.2914
H -1.889 0.290 -4.182 0.1041
H -1.214 -2.081 -7.532 0.5813
H -3.854 2.776 4.861 0.2762
H -0.727 -6.966 -3.570 0.4019
H -3.143 1.267 7.459 0.4257
H -6.221 -1.266 8.971 0.3091
H 0.882 -0.787 -3.543 0.5186
H -5.230 -3.467 8.127 0.4021
H -0.200 1.102 -2.298 -0.4786
H 2.452 -2.091 6.471 0.1503
H 2.218 1.622 9.344 0.4029
H 0.230 2.152 8.143 0.3884
H -0.832 0.618 -7.661 0.1758
H 0.470 0.588 -4.641 -0.7674
H -1.191 -3.341 -4.563 0.1516
H -1.859 -1.685 -5.953 0.5628
H 2.065 1.313 -9.634 0.3640
H 3.241 1.096 -8.317 0.1414
H -2.341 1.997 -9.273 0.2932
H -0.366 -1.566 4.654 0.2528
H 3.175 -4.154 4.980 0.4490
H -2.368 2.737 6.754 0.8287
H -0.747 -0.354 -1.483 -0.0704
H 1.935 -3.161 -5.201 0.6072
H -0.201 -3.409 6.134 0.4159
H -0.381 -0.911 8.565 0.5697
H -6.350 -0.664 7.259 0.2402
H -3.655 -0.555 6.335 -0.0881
H -2.070 -5.712 -3.941 0.3233
H 0.750 -0.576 5.578 -0.4363
H 2.250 -3.113 4.002 0.4087
H 0.132 -3.225 -3.420 -0.1713